Density functional theory data (ωB97M-V with the def2-TZVPD basis set) for 2 unconnected molecules or ions with the total composition C2H8N2O.

Output
**Largest force on an atom**: 2.2 eV Å⁻¹
**Structure (SMILES)**: N/C=C/N.O
**Relative energy (zero: lowest compared OMol25 entry of this formula, charge and spin)**: 40.14 kcal per mole

Element x y z (Å)
1 N 1.8774 -0.5178 1.0565
2 C 1.0824 0.2067 0.1549
3 C 0.1679 -0.3331 -0.6578
4 N -0.6000 0.5058 -1.5058
5 H 2.4500 0.0427 1.6648
6 H 2.4614 -1.2649 0.7231
7 H 1.1586 1.2781 0.2454
8 H 0.0048 -1.3849 -0.8298
9 H -0.3275 1.4570 -1.5674
10 H -0.8162 0.1079 -2.3964
11 O -2.7159 -0.2839 1.1829
12 H -2.9620 0.4950 0.7358
13 H -1.7811 -0.3087 1.1937

Force components x, y, z for each atom (eV/Å):
0.422 -0.146 0.734
-0.243 -0.940 0.235
0.423 1.411 -0.736
-0.656 -1.041 0.466
-0.161 0.230 -0.003
-0.221 -0.151 -0.478
-0.014 0.265 -0.143
0.063 -0.168 0.335
0.379 0.605 -0.056
-0.048 -0.037 -0.313
-1.230 -1.475 0.992
-0.289 1.389 -0.906
1.576 0.055 -0.128

Let us look at the natural (NBO) charges, expressed in e, one per atom: number 1, N, carries -0.83; number 2, C, carries -0.10; number 3, C, carries -0.09; number 4, N, carries -0.83; number 5, H, carries 0.37; number 6, H, carries 0.37; number 7, H, carries 0.18; number 8, H, carries 0.20; number 9, H, carries 0.37; number 10, H, carries 0.37; number 11, O, carries -0.94; number 12, H, carries 0.47; number 13, H, carries 0.47


Density functional theory data (ωB97M-V with the def2-TZVPD basis set) for 2 unconnected molecules or ions with the total composition C2H8N2O.

Output
**Largest force on an atom**: 4.6 eV Å⁻¹
**Structure (SMILES)**: [H]/N=C/NC.O
**Relative energy (zero: lowest compared OMol25 entry of this formula, charge and spin)**: 67.48 kcal per mole

Element x y z (Å)
1 H -2.8039 -0.0335 1.9353
2 N -2.3124 0.7860 1.6006
3 C -1.4395 0.7852 0.6694
4 N -1.0453 2.0414 0.4623
5 C 0.3093 2.1988 -0.3018
6 H -0.8599 -0.0835 0.0470
7 H -1.3204 2.5340 1.3941
8 H -0.0013 2.0423 -1.3908
9 H 0.6643 3.1284 -0.1057
10 H 1.0080 1.5162 0.1760
11 O 2.9722 -4.9731 -1.7529
12 H 2.0210 -4.8926 -2.0019
13 H 2.8079 -5.0496 -0.7315

Force components x, y, z for each atom (eV/Å):
0.493 -0.393 -0.564
-0.872 -1.554 0.591
-0.177 -1.998 0.418
2.871 2.303 -0.431
-3.864 -2.452 0.264
-1.800 1.882 1.394
1.091 -0.427 -2.571
1.182 0.079 1.524
0.884 2.961 0.111
0.192 -0.400 -0.738
-2.024 -0.116 3.015
1.046 -0.047 -0.307
0.976 0.163 -2.707

Let us look at the natural (NBO) charges, expressed in e, one per atom: number 1, H, carries 0.35; number 2, N, carries -0.78; number 3, C, carries 0.29; number 4, N, carries -0.63; number 5, C, carries -0.42; number 6, H, carries 0.16; number 7, H, carries 0.42; number 8, H, carries 0.21; number 9, H, carries 0.20; number 10, H, carries 0.19; number 11, O, carries -0.93; number 12, H, carries 0.46; number 13, H, carries 0.46


Density functional theory data (ωB97M-V with the def2-TZVPD basis set) for 2 unconnected molecules or ions with the total composition C2H8N2O.

Output
**Largest force on an atom**: 2.0 eV Å⁻¹
**Structure (SMILES)**: C/N=C\N.O
**Relative energy (zero: lowest compared OMol25 entry of this formula, charge and spin)**: 39.22 kcal per mole

Element x y z (Å)
1 C 0.0985 -1.5450 -0.9518
2 N -1.0025 -0.6323 -1.2108
3 C -1.5692 -0.1440 -0.1972
4 N -1.3155 -0.3959 1.1583
5 H -0.2823 -2.5507 -0.7504
6 H 0.7172 -1.6527 -1.8435
7 H 0.8048 -1.2248 -0.1756
8 H -2.5322 0.3728 -0.2265
9 H -0.5737 -1.0100 1.3915
10 H -1.5675 0.3878 1.7309
11 O 2.8036 2.7229 0.1572
12 H 2.4325 2.4512 1.0047
13 H 1.9862 3.2209 -0.0868

Force components x, y, z for each atom (eV/Å):
0.437 -0.004 -0.593
0.048 -0.073 -0.011
-0.782 -0.724 1.294
-0.582 0.439 -1.337
-0.003 0.065 0.293
-0.165 0.115 -0.125
-0.231 -0.032 0.217
0.397 0.537 -0.814
0.665 -0.026 0.510
0.218 -0.287 0.571
-1.893 0.744 0.244
0.765 -0.567 0.425
1.127 -0.186 -0.674

Let us look at the natural (NBO) charges, expressed in e, one per atom: number 1, C, carries -0.46; number 2, N, carries -0.47; number 3, C, carries 0.27; number 4, N, carries -0.85; number 5, H, carries 0.20; number 6, H, carries 0.21; number 7, H, carries 0.17; number 8, H, carries 0.16; number 9, H, carries 0.39; number 10, H, carries 0.39; number 11, O, carries -0.92; number 12, H, carries 0.46; number 13, H, carries 0.46


Density functional theory data (ωB97M-V with the def2-TZVPD basis set) for 2 unconnected molecules or ions with the total composition C2H8N2O.

Output
**Largest force on an atom**: 4.1 eV Å⁻¹
**Structure (SMILES)**: N/C=C/N.O
**Relative energy (zero: lowest compared OMol25 entry of this formula, charge and spin)**: 59.11 kcal per mole

Element x y z (Å)
1 N 2.6391 1.0625 -0.1302
2 C 1.1622 0.8833 -0.5879
3 C 0.8674 -0.2673 -1.1943
4 N -0.2695 -0.5818 -1.9671
5 H 2.9487 1.7955 -0.7667
6 H 2.5693 1.7253 0.7774
7 H 0.5721 1.8337 -0.5753
8 H 1.4881 -1.0966 -0.8881
9 H -0.9140 0.1245 -2.3943
10 H -0.4981 -1.5423 -2.0502
11 O -3.7942 -1.5252 3.3984
12 H -2.9260 -1.7801 3.2669
13 H -3.8451 -0.6317 3.1114

Force components x, y, z for each atom (eV/Å):
-2.744 2.199 2.167
1.985 1.422 0.110
-1.551 0.260 0.338
0.268 1.580 0.099
0.366 -0.321 -0.332
0.177 -2.212 -2.176
0.269 -1.108 -0.314
0.264 -0.245 -0.667
1.271 -1.165 0.970
-0.311 -0.411 -0.191
-2.619 -0.283 0.744
2.728 -0.842 -0.397
-0.104 1.126 -0.350

Let us look at the natural (NBO) charges, expressed in e, one per atom: number 1, N, carries -0.82; number 2, C, carries -0.16; number 3, C, carries -0.02; number 4, N, carries -0.84; number 5, H, carries 0.35; number 6, H, carries 0.34; number 7, H, carries 0.17; number 8, H, carries 0.20; number 9, H, carries 0.40; number 10, H, carries 0.39; number 11, O, carries -0.93; number 12, H, carries 0.46; number 13, H, carries 0.47


Density functional theory data (ωB97M-V with the def2-TZVPD basis set) for 2 unconnected molecules or ions with the total composition C2H8N2O.

Output
**Largest force on an atom**: 2.5 eV Å⁻¹
**Structure (SMILES)**: N/C=C/N.O
**Relative energy (zero: lowest compared OMol25 entry of this formula, charge and spin)**: 40.30 kcal per mole

Element x y z (Å)
1 N 0.3118 2.2784 0.1546
2 C 0.1911 0.8763 0.0897
3 C -0.2523 0.2498 -0.9888
4 N -0.4419 -1.1925 -0.8865
5 H -0.0690 2.7645 -0.6375
6 H 1.2495 2.5930 0.3552
7 H 0.4958 0.3911 0.9695
8 H -0.6718 0.7178 -1.8638
9 H 0.4364 -1.6490 -0.6675
10 H -0.7464 -1.5425 -1.7854
11 O -0.4633 -1.8060 1.9936
12 H -0.5066 -1.8138 1.0253
13 H 0.4669 -1.8673 2.2415

Force components x, y, z for each atom (eV/Å):
-0.036 0.085 0.489
0.120 1.894 -1.586
-0.440 -1.746 1.141
0.064 0.464 -0.673
0.035 0.050 -0.229
-0.040 0.077 0.043
0.259 -0.824 0.902
0.168 0.237 -0.115
0.083 0.041 -0.303
-0.020 -0.252 0.146
0.171 -0.084 0.268
-0.169 0.114 0.054
-0.195 -0.054 -0.137

Let us look at the natural (NBO) charges, expressed in e, one per atom: number 1, N, carries -0.82; number 2, C, carries -0.04; number 3, C, carries -0.11; number 4, N, carries -0.85; number 5, H, carries 0.36; number 6, H, carries 0.37; number 7, H, carries 0.20; number 8, H, carries 0.19; number 9, H, carries 0.36; number 10, H, carries 0.37; number 11, O, carries -0.96; number 12, H, carries 0.48; number 13, H, carries 0.46


Density functional theory data (ωB97M-V with the def2-TZVPD basis set) for 2 unconnected molecules or ions with the total composition C2H8N2O2.

Output
**Largest force on an atom**: 3.6 eV Å⁻¹
**Structure (SMILES)**: CNC(N)=O.O
**Relative energy (zero: lowest compared OMol25 entry of this formula, charge and spin)**: 20.78 kcal per mole

Element x y z (Å)
1 C -0.6761 -2.2265 0.0158
2 N -1.1258 -0.9169 0.4868
3 C -0.3807 0.1786 0.1075
4 N -0.8377 1.4729 0.3354
5 O 0.7761 0.0386 -0.3798
6 H -0.5026 -2.1098 -1.1532
7 H -1.5243 -3.0021 0.1873
8 H 0.1416 -2.5400 0.6083
9 H -2.1667 -0.7137 0.5040
10 H -1.5475 1.9599 0.9104
11 H -0.3086 2.1262 -0.2452
12 O 2.7040 2.1578 -0.7344
13 H 2.2450 1.2627 -0.7854
14 H 3.2033 2.3122 0.1426

Force components x, y, z for each atom (eV/Å):
-2.625 -0.209 -2.414
-2.012 1.490 -0.031
2.181 0.075 0.163
-0.025 0.833 -0.672
-2.475 -0.039 0.568
0.167 -0.796 2.539
1.352 1.455 -0.327
1.154 -0.303 0.019
1.969 -0.623 0.010
0.537 -1.617 -0.500
-0.064 -0.339 0.562
0.573 -0.313 1.352
0.805 1.438 0.914
-1.537 -1.052 -2.181

Let us look at the natural (NBO) charges, expressed in e, one per atom: number 1, C, carries -0.41; number 2, N, carries -0.63; number 3, C, carries 0.78; number 4, N, carries -0.88; number 5, O, carries -0.70; number 6, H, carries 0.21; number 7, H, carries 0.20; number 8, H, carries 0.21; number 9, H, carries 0.39; number 10, H, carries 0.41; number 11, H, carries 0.42; number 12, O, carries -1.00; number 13, H, carries 0.52; number 14, H, carries 0.47